An isolated molecule of CH4N3P. Source: the OMol25 dataset; level of theory: ωB97M-V/def2-TZVPD.

Summary:
E, eV: -14858.4718
Structure (SMILES): C1N=NNP1
Lowest unoccupied orbital energy, eV: 0.93
Molar mass, g mol⁻¹: 89.04
HOMO energy, eV: -9.1
Energy relative to the best compared isomer or geometry (same formula, charge and spin), kcal/mol: 52.5
Max |F|, Eh/bohr: 0.07583
Net charge: 0

```
9
Properties=species:S:1:pos:R:3:forces:R:3
C 0.140465 0.866799 -0.315670 0.0 3.4 -1.8
N 1.578833 0.587901 -0.115150 -0.7 -0.7 -0.8
N 1.784991 -0.610540 -0.022159 0.6 -1.5 0.8
N 0.671980 -1.438901 -0.062202 -0.1 3.5 -1.7
P -0.862723 -0.663743 -0.240654 0.5 0.4 2.4
H -0.007502 1.564157 0.538264 -0.8 -0.2 -0.9
H 0.002212 1.457294 -1.341238 0.4 -1.1 2.2
H 0.791632 -2.348871 0.159546 0.9 -3.2 0.7
H -0.910911 -0.380419 1.213332 -0.9 -0.6 -0.8
```
Forces are in eV/Å.

A cluster of 2 separate species, CH4N3P in total. Source: the OMol25 dataset; level of theory: ωB97M-V/def2-TZVPD.

Summary:
E, eV: -14857.9217
Lowest unoccupied orbital energy (spin up / spin down), eV: -0.77 / -1.01
Molar mass, g mol⁻¹: 89.04
HOMO energy (spin up / spin down), eV: -8.2 / -10.4
Energy relative to the best compared isomer or geometry (same formula, charge and spin), kcal/mol: 65.1
Max |F|, Eh/bohr: 0.04953
Net charge: 0

```
9
Properties=species:S:1:pos:R:3:forces:R:3
C 1.465494 0.447976 0.026725 0.1 -0.2 0.6
N 2.005877 1.302774 -0.511233 0.6 0.6 -0.4
N -1.084448 1.313208 0.195638 1.7 0.3 1.9
N 0.192564 -1.665129 -0.450296 0.2 0.5 0.2
P 0.569919 -0.763516 0.937718 -1.0 0.4 -1.6
H -0.625106 1.800596 1.061006 -1.3 -0.8 -1.9
H -2.092385 1.290130 0.370062 0.0 -0.1 0.5
H -0.048764 -1.281980 -1.364200 0.4 0.3 0.5
H -0.383148 -2.444061 -0.265421 -0.6 -1.1 0.3
```
Forces are in eV/Å.

Q: Among the records above, which one has the lowest energy relative to the best compared isomer or geometry (same formula, charge and spin)?
A: number 1